# 1
Here is a structure of composition C16H49N3O7 in a non-equilibrium geometry from the OMol25 dataset. Energies are from ωB97M-V with the def2-TZVPD basis set.

Values from the calculation:
Frontier orbital gap: 8.890 eV
Relative energy (zero: lowest compared OMol25 entry of this formula, charge and spin): 23.132 eV
E_LUMO: 0.60 eV

```
! wB97M-V def2-TZVPD RIJCOSX def2/J DEFGRID3
* xyz 0 1
H -2.977 -0.821 1.747
O 1.796 3.071 1.283
O -2.312 0.138 -3.987
H 3.023 0.276 -1.601
O 2.643 -0.769 0.165
H -6.115 1.346 -0.556
N 2.974 -4.466 0.088
H -0.093 3.247 0.400
H -0.734 -1.220 -1.213
C -0.197 -2.480 0.176
H 4.293 -2.072 -0.297
O -4.298 0.447 -0.302
H -0.292 0.567 1.678
C -5.364 0.818 -1.143
H 2.861 -2.278 -1.236
C -2.741 -0.856 -1.392
H -3.280 -1.316 -2.220
H 1.659 -3.056 0.917
H -0.479 2.103 0.964
H -1.912 0.524 -0.104
H -5.214 1.489 -1.989
H -4.349 1.697 1.199
C 2.729 -3.208 0.772
H -1.440 -0.384 2.294
H -1.797 3.084 1.418
H 3.976 -4.504 -0.032
C 3.673 1.307 2.970
N -1.481 2.224 0.994
H -0.320 -3.560 0.253
H 4.058 0.616 -0.250
H 0.653 4.716 1.141
H -3.150 1.896 -4.665
H -5.779 -0.033 -1.684
H -2.768 0.542 2.915
H 3.090 -3.732 2.806
C 0.517 0.381 0.971
O 4.444 0.277 3.382
H 0.693 -0.694 0.932
C 3.205 -2.062 -0.225
H -2.752 -1.524 -0.531
C 3.022 0.408 -0.519
H -3.297 0.048 -1.143
H 0.420 -0.171 -1.545
H 2.505 -4.435 -0.806
H 0.811 -2.358 0.573
H 1.735 2.116 1.361
H -0.976 -1.571 -2.347
H 2.392 1.231 -0.182
H 2.683 1.122 2.554
C -1.242 0.519 -3.112
H 2.351 0.743 1.501
H 5.132 0.497 4.014
C -2.505 1.066 -4.955
C -2.329 0.989 0.789
O -0.259 -2.054 -1.195
H 0.378 0.698 -0.062
H -0.667 0.799 -0.756
H -0.120 3.535 2.072
H 4.184 1.848 2.174
H 3.607 2.041 3.774
H -3.673 2.519 -0.109
C -1.293 -0.600 -1.967
H -1.570 1.504 -5.306
O 1.499 1.155 1.662
C -2.394 0.061 2.011
H 4.653 -3.705 1.948
H 3.779 -2.191 2.328
N -0.380 -0.154 -0.929
C -3.699 1.527 0.341
H -2.952 0.568 -5.816
H -1.303 1.566 -2.812
C 3.674 -3.235 2.031
H -0.285 0.441 -3.629
H -0.860 -1.895 0.814
C 0.533 3.635 1.204
*
```



# 2
Here is the ion C8H15N2O with charge +1 in a non-equilibrium geometry from the OMol25 dataset. Energies are from ωB97M-V with the def2-TZVPD basis set.

Values from the calculation:
Frontier orbital gap: 11.031 eV
Relative energy (zero: lowest compared OMol25 entry of this formula, charge and spin): 3.177 eV
E_LUMO: -3.35 eV
Structure (SMILES): CC1=N[C@H]2OC(C)(C)C[N@H+]2C1

```
! wB97M-V def2-TZVPD RIJCOSX def2/J DEFGRID3
* xyz 1 1
C 0.072 -0.304 -1.106
C -1.429 -1.810 2.863
H -0.229 1.658 -2.222
C -1.826 -0.845 0.465
H -0.071 -0.386 -2.216
H -1.426 -1.678 3.885
H -2.849 -0.554 0.478
N -0.496 0.297 2.132
H 3.395 0.823 -1.093
H 1.295 1.694 -2.903
H -1.657 0.870 -0.696
C 0.806 1.810 -1.915
H 2.890 -0.276 -2.263
C 1.234 0.728 -0.987
C -1.221 -0.732 1.876
H -1.620 -1.770 0.101
C 2.621 0.129 -1.200
N -1.035 0.190 -0.246
H -0.747 -2.580 2.571
H -2.451 -2.351 2.733
H 1.027 2.753 -1.469
H 2.763 -0.757 -0.512
H -0.632 2.160 1.039
C -0.175 1.091 1.044
H 0.498 -1.242 -0.745
O 1.261 1.082 0.385
*
```